(1)
ORCA calculation (ωB97M-V/def2-TZVPD) on 8 unconnected molecules or ions with the total composition C40H76Cl12N4O4 in a non-equilibrium geometry.

Properties
LUMO (spin up / spin down), eV: 0.31 / 0.26
ΔE to the lowest compared entry with this formula, charge and spin, kJ/mol: 109.6
Molecular weight, g/mol: 1102.51
2S+1: 5

Last column: Mulliken spin population.
Element x y z (Å)
C (29.05202, -20.45119, -4.55367)  0.00
Cl (29.89922, -20.73155, -6.07026)  0.00
Cl (27.44595, -21.23789, -4.55894)  0.00
Cl (28.94576, -18.78301, -4.03501)  0.00
H (29.60411, -20.99586, -3.79553)  0.00
C (28.44514, -22.82104, -0.60187)  0.00
Cl (28.76420, -23.46958, 0.98972)  0.00
Cl (27.81500, -24.00996, -1.77496)  0.00
Cl (29.93511, -22.09114, -1.22425)  0.00
H (27.70124, -22.03569, -0.52099)  0.00
C (30.21385, -26.37125, -2.24281)  0.00
Cl (29.17078, -26.99139, -0.93992)  0.00
Cl (31.03973, -27.75054, -3.02136)  0.00
Cl (31.29418, -25.11800, -1.61714)  0.00
H (29.64792, -25.88265, -3.02677)  0.00
C (27.94027, -18.37030, -0.49790)  0.00
Cl (26.67776, -19.39599, 0.17472)  0.00
Cl (29.56379, -18.91098, -0.03304)  0.00
Cl (27.84197, -16.75030, 0.21309)  0.00
H (27.86639, -18.28307, -1.57493)  0.00
C (22.30669, -25.29037, -2.88059)  0.00
C (23.27401, -24.12336, -3.12670)  0.03
C (23.06612, -23.75076, -4.61256)  0.00
C (23.57000, -22.36425, -4.97652)  0.00
C (22.86325, -21.32400, -4.06541)  0.00
C (23.13752, -21.62279, -2.57817)  0.01
N (22.81614, -23.01195, -2.22432)  0.35
O (22.99037, -23.30192, -0.97030)  0.56
C (24.53584, -21.08935, -2.18871)  0.04
C (22.20263, -20.60315, -1.92396)  0.00
C (24.73077, -24.50874, -2.89912)  0.04
H (22.60152, -25.93502, -2.05197)  0.00
H (22.36863, -25.99286, -3.71707)  0.00
H (21.28408, -24.92676, -2.82042)  0.00
H (23.58926, -24.47157, -5.24477)  0.00
H (22.00635, -23.86239, -4.85258)  0.00
H (23.40678, -22.22457, -6.04825)  0.00
H (24.65467, -22.24670, -4.90066)  0.00
H (21.80205, -21.28878, -4.31813)  0.00
H (23.27715, -20.37672, -4.41368)  0.00
H (24.74394, -20.11652, -2.62540)  0.00
H (24.62824, -21.09279, -1.10198)  0.00
H (25.33322, -21.78487, -2.46864)  -0.01
H (21.16286, -20.85028, -2.16321)  0.00
H (22.33286, -20.57245, -0.84141)  0.00
H (22.21925, -19.57190, -2.27891)  0.00
H (25.56997, -23.88236, -3.18964)  -0.01
H (24.83742, -25.38339, -3.55201)  0.00
H (24.88468, -24.88880, -1.88935)  0.00
C (28.67520, -28.63730, 4.16003)  0.01
C (29.83196, -27.84706, 4.76932)  0.00
C (31.06449, -28.75794, 4.83122)  0.02
C (32.37740, -28.04564, 5.14447)  -0.01
C (32.64067, -26.88389, 4.18956)  0.02
C (31.43843, -25.90029, 4.07250)  0.02
N (30.14240, -26.61591, 4.02134)  0.40
O (29.09665, -25.83850, 3.82449)  0.53
C (31.49596, -24.88462, 5.18979)  0.00
C (31.78379, -25.22528, 2.73281)  -0.01
C (29.48425, -27.52306, 6.21479)  0.03
H (28.83967, -28.80368, 3.09570)  0.00
H (27.73553, -28.16029, 4.43002)  0.00
H (28.66440, -29.64324, 4.58499)  0.00
H (30.90776, -29.59868, 5.50948)  0.00
H (31.14362, -29.30473, 3.88289)  0.00
H (33.16256, -28.78141, 4.95463)  0.00
H (32.39058, -27.80553, 6.20935)  0.00
H (32.86110, -27.37968, 3.24302)  0.00
H (33.50235, -26.30048, 4.51057)  0.00
H (30.73775, -24.10588, 5.08362)  0.01
H (31.24924, -25.29716, 6.17034)  0.00
H (32.45830, -24.38134, 5.28174)  0.00
H (31.81755, -25.93844, 1.90899)  -0.01
H (31.04219, -24.43726, 2.58963)  0.00
H (32.78350, -24.78842, 2.70818)  0.00
H (28.51588, -27.02060, 6.25743)  0.00
H (30.29437, -27.10682, 6.80490)  0.00
H (29.19077, -28.47707, 6.66593)  0.00
C (36.41068, -19.46616, -2.13452)  0.01
C (36.24086, -20.29583, -0.86890)  -0.01
C (35.86030, -19.27225, 0.23802)  0.01
C (35.55317, -19.92473, 1.57389)  -0.01
C (34.34582, -20.82708, 1.37001)  0.02
C (34.61213, -21.87202, 0.27353)  0.04
N (35.22629, -21.35186, -0.96133)  0.35
O (35.40231, -22.24942, -1.87910)  0.56
C (35.38216, -23.00864, 0.92069)  0.03
C (33.19083, -22.41995, -0.02618)  -0.01
C (37.66357, -20.81274, -0.57874)  0.03
H (37.25352, -18.77678, -2.10884)  0.00
H (35.57120, -18.80970, -2.37616)  0.00
H (36.55412, -20.15115, -2.97231)  0.00
H (36.68186, -18.55104, 0.29699)  0.00
H (35.07004, -18.57358, -0.05617)  0.00
H (35.40670, -19.19089, 2.37304)  0.00
H (36.49331, -20.33460, 1.95707)  0.00
H (33.44470, -20.24489, 1.18266)  0.00
H (34.35612, -21.27335, 2.36674)  0.00
H (34.89461, -23.47167, 1.78151)  0.00
H (35.35340, -23.84983, 0.22217)  0.00
H (36.40050, -22.78702, 1.23539)  0.00
H (33.28820, -23.27705, -0.69988)  0.00
H (32.65466, -22.72826, 0.86766)  0.00
H (32.65174, -21.73751, -0.68480)  -0.01
H (37.96128, -21.50143, -1.36899)  0.00
H (37.76166, -21.36257, 0.35897)  0.00
H (38.33336, -19.96203, -0.46972)  0.00
C (26.71322, -18.87263, 4.04804)  0.03
C (27.35855, -19.47116, 5.28955)  0.03
C (26.77264, -20.88728, 5.47416)  0.01
C (27.32223, -21.94359, 4.48662)  0.00
C (28.86073, -21.91994, 4.58492)  0.03
C (29.50039, -20.52701, 4.50681)  0.03
N (28.82741, -19.56516, 5.40350)  0.31
O (29.39547, -18.39673, 5.45817)  0.57
C (30.97141, -20.70735, 4.85753)  0.00
C (29.41834, -20.09231, 3.03554)  0.05
C (26.85529, -18.68444, 6.50970)  0.00
H (27.32879, -18.03008, 3.71809)  -0.01
H (25.77969, -18.38749, 4.32848)  0.00
H (26.58387, -19.58007, 3.23366)  0.00
H (26.88578, -21.23875, 6.50209)  0.00
H (25.69335, -20.88559, 5.29781)  0.00
H (26.97408, -21.79529, 3.46354)  0.00
H (26.96817, -22.92656, 4.79886)  0.00
H (29.23071, -22.49221, 3.72798)  -0.01
H (29.16866, -22.56431, 5.41200)  0.00
H (31.58005, -19.87940, 4.48613)  0.00
H (31.14568, -20.86275, 5.92142)  -0.01
H (31.41403, -21.53361, 4.29560)  0.00
H (29.56357, -19.02043, 2.88218)  -0.02
H (30.27004, -20.48447, 2.47460)  0.00
H (28.49095, -20.36263, 2.53462)  -0.01
H (27.22485, -17.66189, 6.50342)  0.00
H (27.14763, -19.16942, 7.44410)  0.00
H (25.76922, -18.77721, 6.55310)  0.00



(2)
ORCA calculation (ωB97M-V/def2-TZVPD) on a molecular structure, C41H34BrF3N5OTi in a non-equilibrium geometry.

Properties
LUMO (spin up / spin down), eV: 2.52 / 2.32
ΔE to the lowest compared entry with this formula, charge and spin, kJ/mol: 77.3
Net charge: -1
Molecular weight, g/mol: 797.52
2S+1: 3

Last column: Mulliken spin population.
Element x y z (Å)
Ti (-0.56077, -0.05195, -0.82002)  0.59
C (-2.61237, 3.25715, 1.55118)  0.00
N (-1.42247, 2.53685, 1.13498)  0.01
C (-0.35537, 3.44835, 0.76718)  0.01
C (-1.07247, 1.55615, 2.12218)  0.00
C (-0.45047, 1.90455, 3.30958)  -0.01
C (-0.24687, 0.97245, 4.31218)  0.00
C (-0.69217, -0.32775, 4.13048)  0.00
C (-1.25577, -0.70885, 2.92978)  0.00
C (-1.44377, 0.21115, 1.88658)  0.01
N (-1.89377, -0.17075, 0.63858)  0.01
C (-2.86347, -1.10045, 0.50108)  0.01
C (-3.79057, -1.39005, 1.52808)  0.00
C (-4.74757, -2.36515, 1.39268)  0.00
C (-4.86057, -3.07585, 0.20688)  0.00
C (-4.02737, -2.74865, -0.85162)  0.00
C (-3.04567, -1.77815, -0.73452)  0.00
N (-2.18427, -1.43865, -1.85562)  -0.02
C (-1.53647, -2.62625, -2.41922)  0.01
C (-2.94607, -0.78865, -2.92122)  0.00
H (-2.43317, 3.90145, 2.42988)  0.00
H (-2.95287, 3.88605, 0.72658)  0.00
H (-3.39807, 2.54555, 1.80338)  0.00
H (-0.07047, 4.14065, 1.57588)  0.00
H (0.51163, 2.85515, 0.46888)  0.00
H (-0.68987, 4.03535, -0.08882)  0.00
H (-0.12347, 2.92465, 3.46228)  0.00
H (0.25693, 1.25785, 5.22438)  0.00
H (-0.58777, -1.05475, 4.92648)  0.00
H (-1.54167, -1.74175, 2.77138)  0.00
H (-3.73797, -0.81115, 2.43948)  0.00
H (-5.41517, -2.57365, 2.21818)  0.00
H (-5.59387, -3.86315, 0.10188)  0.00
H (-4.14817, -3.27945, -1.78782)  0.00
H (-2.23387, -3.21525, -3.03482)  0.00
H (-0.69667, -2.32085, -3.05162)  -0.01
H (-1.16057, -3.25785, -1.61502)  0.00
H (-3.67297, -1.48175, -3.37352)  0.00
H (-3.49507, 0.06515, -2.52942)  0.01
H (-2.25957, -0.43865, -3.69732)  -0.01
Br (5.45433, -4.13995, -2.01712)  0.00
C (3.77873, -3.33775, -1.56052)  -0.06
C (2.98733, -3.96195, -0.60752)  0.13
C (1.78033, -3.37605, -0.27092)  -0.08
C (1.33653, -2.18435, -0.85712)  0.10
O (0.20143, -1.66335, -0.50042)  0.01
C (2.16023, -1.56735, -1.86772)  -0.01
C (1.79853, -0.39075, -2.54872)  0.38
N (0.64593, 0.25865, -2.40212)  -0.04
C (0.36413, 1.39555, -3.12302)  -0.10
C (1.10643, 1.96015, -4.17692)  0.22
C (0.64793, 3.10035, -4.81292)  -0.07
C (-0.55367, 3.69505, -4.47042)  0.17
C (-1.32757, 3.17295, -3.42132)  -0.09
C (-2.57377, 3.70095, -3.01692)  0.33
C (-3.25607, 3.05655, -1.99152)  -0.08
C (-2.69487, 1.98005, -1.34122)  0.23
N (-1.47937, 1.47755, -1.65912)  0.03
C (-0.84057, 2.03485, -2.72712)  0.07
C (3.39373, -2.17835, -2.18072)  0.09
H (3.30853, -4.87855, -0.14032)  0.01
H (1.16253, -3.82795, 0.49378)  0.00
H (2.54413, -0.01285, -3.24762)  0.02
H (2.03593, 1.51635, -4.50342)  0.03
H (1.24433, 3.52665, -5.60862)  0.00
H (-0.89617, 4.57125, -5.00362)  0.00
H (-2.98927, 4.57055, -3.50272)  0.02
H (-4.23317, 3.40115, -1.68662)  0.00
H (-3.20987, 1.48955, -0.52332)  0.05
H (4.03253, -1.71965, -2.92222)  0.00
F (6.84503, -0.19585, 4.94818)  0.00
C (6.18713, -1.25305, 4.40308)  0.00
F (5.78003, -1.98865, 5.45578)  0.00
F (7.14423, -1.98305, 3.79828)  0.00
C (5.08213, -0.83845, 3.49458)  0.01
C (5.36683, -0.47725, 2.17728)  0.00
C (4.35413, -0.05945, 1.34368)  0.00
C (3.03443, 0.01735, 1.80858)  -0.03
C (2.76193, -0.36285, 3.13208)  0.01
C (3.77253, -0.77885, 3.96708)  0.00
C (1.96233, 0.40185, 0.97988)  0.04
C (0.98143, 0.67465, 0.30668)  -0.02
H (6.38653, -0.53135, 1.82268)  0.00
H (4.56863, 0.21025, 0.31838)  0.00
H (1.74013, -0.32925, 3.47658)  0.00
H (3.55473, -1.06485, 4.98618)  0.00



(3)
ORCA calculation (ωB97M-V/def2-TZVPD) on a single C3H5NO molecule in a non-equilibrium geometry.

Properties
LUMO, eV: 0.83
ΔE to the lowest compared entry with this formula, charge and spin, kJ/mol: 112.0
SMILES: COCC#N
Molecular weight, g/mol: 71.08

Last column: natural (NBO) charge in e.
Element x y z (Å)
C (1.24198, -0.53169, -0.04579)  -0.27
O (0.11663, -0.46599, -0.93117)  -0.51
C (-0.81391, 0.51115, -0.60384)  -0.16
C (-1.52409, 0.16302, 0.66400)  0.24
N (-1.96166, -0.23133, 1.66043)  -0.31
H (1.78518, -1.46431, -0.26660)  0.21
H (0.96554, -0.55288, 1.02828)  0.19
H (1.91114, 0.32230, -0.24278)  0.17
H (-1.56474, 0.57913, -1.40279)  0.23
H (-0.39874, 1.52909, -0.49464)  0.20



(4)
ORCA calculation (ωB97M-V/def2-TZVPD) on 6 unconnected molecules or ions with the total composition C31H56Br2F4N5O13S in a non-equilibrium geometry.

Properties
LUMO, eV: -3.22
Net charge: +1
Molecular weight, g/mol: 974.68

Last column: Mulliken charge in e.
Element x y z (Å)
C (3.49280, -2.02133, -0.88683)  -1.05
C (4.31879, -0.78546, -1.21554)  -0.07
O (3.52610, 0.40002, -1.25495)  -0.33
C (2.55463, 0.39772, -2.26819)  -0.09
C (2.32642, 1.84159, -2.69523)  -0.60
O (1.09111, 1.96161, -3.38712)  -0.35
C (0.21655, 2.89747, -2.78089)  -0.95
C (-0.42763, 2.35246, -1.51491)  -0.08
O (-1.75738, 1.84399, -1.78519)  -0.43
C (-1.78536, 0.45939, -1.75375)  -0.13
N (-3.18400, 0.05678, -1.89462)  0.28
C (-4.09561, 0.21144, -0.94692)  -0.01
C (-3.83705, 0.77148, 0.39844)  -0.87
C (-3.18650, -0.25577, 1.35106)  -1.21
C (-2.01522, 0.28359, 2.16815)  0.21
F (-0.89503, 0.30399, 1.37904)  -0.21
Br (-2.34690, 2.06168, 2.84084)  0.02
C (-1.72567, -0.67051, 3.35151)  0.57
F (-2.79785, -0.68447, 4.15230)  -0.20
F (-1.52794, -1.90062, 2.86905)  -0.23
Br (-0.18034, -0.13805, 4.38889)  -0.04
N (-5.27622, -0.21112, -1.37074)  -0.38
C (-5.08305, -0.63175, -2.61138)  0.63
N (-6.10817, -1.14123, -3.37623)  0.02
C (-5.96483, -1.67752, -4.71766)  -0.82
O (-5.60747, -0.69058, -5.67391)  -0.23
N (-6.29870, 0.56737, -5.42276)  0.37
O (-5.80246, 1.41059, -6.02334)  -0.32
S (-7.64956, -1.11887, -2.69522)  1.34
O (-7.96889, 0.20554, -2.33698)  -0.53
O (-8.49637, -1.82845, -3.57568)  -0.67
F (-7.42288, -1.99765, -1.44771)  -0.19
N (-3.80486, -0.48216, -2.98992)  0.13
C (-3.04035, -0.69448, -4.22236)  -0.76
C (-2.75906, 0.63394, -4.96258)  -0.65
O (-1.40463, 1.02878, -4.89170)  -0.44
H (2.65463, -1.74895, -0.24549)  0.22
H (3.08429, -2.48458, -1.78588)  0.30
H (4.10769, -2.76556, -0.38465)  0.37
H (5.08913, -0.62144, -0.46680)  0.07
H (4.80722, -0.89974, -2.18909)  0.38
H (1.61119, -0.04746, -1.92165)  -0.12
H (2.88580, -0.19224, -3.13167)  0.41
H (2.36824, 2.47659, -1.81126)  0.30
H (3.15178, 2.13402, -3.34684)  0.37
H (0.72302, 3.84166, -2.56788)  0.36
H (-0.56838, 3.10531, -3.50696)  0.45
H (-0.56074, 3.15551, -0.79166)  0.46
H (0.19823, 1.57589, -1.07605)  0.18
H (-1.44779, 0.05647, -0.79495)  0.15
H (-1.16602, 0.02787, -2.54079)  0.23
H (-4.80191, 1.06969, 0.80093)  0.60
H (-3.23410, 1.67312, 0.30659)  0.43
H (-2.78096, -1.08670, 0.77015)  0.41
H (-3.91885, -0.68479, 2.03009)  0.67
H (-5.17196, -2.42288, -4.72120)  0.52
H (-6.88112, -2.16994, -5.02037)  0.41
H (-2.07649, -1.09659, -3.91138)  0.76
H (-3.49736, -1.44162, -4.85219)  0.26
H (-3.31988, 1.42701, -4.47160)  0.35
H (-3.06906, 0.55768, -6.00469)  0.35
H (-0.82456, 0.30699, -5.15804)  0.31
C (-0.86562, -2.83390, 8.97178)  -1.13
C (-0.48784, -2.76451, 7.51249)  0.78
O (0.66044, -2.84095, 7.14580)  -0.55
C (-1.61616, -2.59034, 6.52215)  -0.77
H (0.03118, -2.95775, 9.57338)  0.31
H (-1.37556, -1.91689, 9.27134)  0.32
H (-1.53457, -3.67800, 9.14616)  0.32
H (-2.14886, -1.65988, 6.72364)  0.33
H (-2.31341, -3.42676, 6.59549)  0.43
H (-1.19968, -2.55769, 5.51939)  -0.01
C (6.34314, 0.56514, 2.55926)  -1.19
C (6.68181, -0.90487, 2.52187)  1.04
O (6.77931, -1.50208, 1.47268)  -0.54
C (6.89454, -1.58827, 3.84546)  -1.27
H (6.22191, 0.93774, 1.54413)  0.25
H (5.41519, 0.72299, 3.11140)  0.34
H (7.14587, 1.11680, 3.05040)  0.37
H (5.99012, -1.52028, 4.45306)  0.42
H (7.71969, -1.11267, 4.37653)  0.32
H (7.13650, -2.63470, 3.67841)  0.28
C (10.07754, -1.94591, 0.41579)  -0.82
C (10.74744, -1.32499, 1.61703)  0.81
O (10.11763, -1.00582, 2.59880)  -0.52
C (12.24118, -1.12167, 1.53783)  -1.16
H (9.00930, -2.03669, 0.59949)  0.09
H (10.24086, -1.32264, -0.46523)  0.31
H (10.49757, -2.93506, 0.22552)  0.33
H (12.48561, -0.46722, 0.69976)  0.32
H (12.74156, -2.07970, 1.38964)  0.32
H (12.59765, -0.67056, 2.46059)  0.31
C (-11.54904, -1.27590, 2.04732)  -1.11
C (-10.71373, -0.19397, 1.40643)  0.70
O (-10.40734, 0.81073, 2.00112)  -0.55
C (-10.27216, -0.42697, -0.02123)  -0.81
H (-11.79727, -0.98788, 3.06558)  0.31
H (-12.47012, -1.42317, 1.48146)  0.32
H (-10.99633, -2.21679, 2.06448)  0.31
H (-11.14040, -0.54208, -0.67180)  0.37
H (-9.66298, -1.33139, -0.07144)  0.18
H (-9.68479, 0.42186, -0.36086)  0.28
C (5.45279, 4.81157, -0.48952)  -1.20
C (4.39586, 4.78485, -1.56351)  0.96
O (3.22703, 4.61460, -1.29840)  -0.54
C (4.86312, 4.97747, -2.98489)  -1.21
H (4.98918, 4.66092, 0.48219)  0.31
H (6.18347, 4.02058, -0.66585)  0.32
H (5.96940, 5.77244, -0.49668)  0.37
H (5.57306, 4.19360, -3.25394)  0.32
H (5.35659, 5.94469, -3.08870)  0.42
H (4.01076, 4.93730, -3.65940)  0.27